#one
Below is a cluster of 2 separate species, C2H8OS in total, with properties calculated with ωB97M-V/def2-TZVPD.

```
12
C2H8OS (ωB97M-V/def2-TZVPD)
S -0.897 -1.078 0.414
H 0.056 1.030 1.163
H 1.324 -0.657 -0.481
C -0.504 0.198 1.622
H -0.645 1.344 -1.876
H 0.090 -0.207 2.458
H 1.358 -1.894 0.814
C 0.786 -1.518 -0.050
O -0.145 2.097 -2.264
H -1.453 0.592 2.023
H 0.733 -2.316 -0.811
H -0.704 2.407 -3.012
```

As for the SMILES: CSC.O. The calculation puts the HOMO energy at -0.3197 Eh. The value obtained for the lowest unoccupied orbital energy is 0.8 eV. The HOMO-LUMO gap comes out at 9.52 eV.

Atom-resolved charges from Löwdin, all expressed in e: S 0.704; H 0.038; H 0.038; C -0.450; H 0.026; H 0.038; H 0.038; C -0.450; O -0.096; H 0.033; H 0.033; H 0.048

***

#two
Below is a cluster of 2 separate species, C2H8OS in total, with properties calculated with ωB97M-V/def2-TZVPD.

```
12
C2H8OS (ωB97M-V/def2-TZVPD)
H 0.555 0.904 2.127
H 3.076 0.102 -3.853
H -1.879 0.939 -0.677
H 1.563 0.209 -4.001
H -0.648 0.055 3.109
H -1.283 1.796 0.760
O 2.251 -0.036 -3.388
C -1.651 0.839 0.381
S -0.501 -0.494 0.633
C 0.088 -0.077 2.329
H 1.022 -0.612 2.464
H -2.572 0.637 0.933
```

As for the SMILES: CSC.O. The calculation puts the HOMO energy at -0.3050 Eh. The value obtained for the lowest unoccupied orbital energy is 0.9 eV. The HOMO-LUMO gap comes out at 9.18 eV.

Atom-resolved charges from Löwdin, all expressed in e: H 0.023; H 0.027; H 0.027; H 0.023; H 0.035; H 0.035; O -0.051; C -0.474; S 0.713; C -0.409; H 0.023; H 0.029

***

#one takes first place; second place is 10.4 kcal/mol up.

***

#one
Below is the molecule C20H21NO4, with properties calculated with ωB97M-V/def2-TZVPD.

```
46
C20H21NO4 (ωB97M-V/def2-TZVPD)
C -0.619 2.862 -1.149
C 3.449 3.269 -0.852
H 4.411 2.915 -1.227
C 2.978 0.843 -0.553
H 2.752 3.412 -1.682
H -1.322 -3.172 1.060
O -1.043 2.747 2.497
C 1.100 -2.076 1.844
C 0.213 -1.041 1.965
C 2.916 2.213 0.145
H 4.882 2.045 1.061
H 1.504 1.028 1.757
C -3.172 -2.602 -1.669
C -2.659 -3.238 -0.540
C -0.036 -0.818 3.336
H -0.726 -0.075 3.706
H 2.269 0.778 -1.370
C -2.763 -1.299 -1.942
H 2.757 0.048 0.141
H 1.505 -2.513 0.923
H 3.566 1.510 2.125
O 1.572 2.614 0.457
H 0.283 2.888 -1.790
C 3.848 2.219 1.378
H -3.879 -3.097 -2.313
H 3.731 3.231 1.823
C -0.854 1.462 -0.637
N -1.659 0.728 -1.399
H -2.987 -4.221 -0.203
O 1.013 3.011 3.358
H -1.503 3.167 -1.756
C -0.193 0.905 0.493
C -1.924 -0.534 -1.099
C 0.812 1.736 1.282
H 3.634 4.209 -0.363
C -0.467 -0.438 0.807
H 3.997 0.728 -0.940
C -1.350 -1.199 0.005
C -1.713 -2.562 0.265
H -0.563 3.519 -0.277
C 0.175 2.521 2.432
H -3.142 -0.789 -2.825
C 0.781 -1.715 3.994
H 0.888 -1.907 5.047
H 0.409 3.536 3.938
O 1.469 -2.503 3.090
```

As for the SMILES: Cc1nc2ccccc2c(-c2ccoc2)c1[C@@H](OC(C)(C)C)C(=O)O. The calculation puts the HOMO energy at -0.3066 Eh. The value obtained for the lowest unoccupied orbital energy is 0.2 eV. The HOMO-LUMO gap comes out at 8.52 eV.

Atom-resolved charges from Löwdin, all expressed in e: C -0.011; C -0.019; H 0.085; C -0.013; H 0.084; H 0.101; O 0.092; C -0.054; C -0.222; C -0.581; H 0.093; H 0.137; C -0.082; C -0.081; C 0.010; H 0.123; H 0.091; C -0.007; H 0.068; H 0.151; H 0.067; O -0.078; H 0.084; C -0.017; H 0.098; H 0.101; C -0.228; N 0.156; H 0.102; O 0.121; H 0.093; C -0.029; C -0.245; C -0.193; H 0.078; C -0.048; H 0.093; C -0.088; C 0.000; H 0.079; C -0.418; H 0.109; C -0.070; H 0.117; H 0.149; O 0.004

***

#two
Below is the molecule C20H21NO4, with properties calculated with ωB97M-V/def2-TZVPD.

```
46
C20H21NO4 (ωB97M-V/def2-TZVPD)
C 5.151 -1.828 -1.076
H -7.103 -3.389 0.070
O -6.187 -1.615 0.143
C -5.223 0.510 0.238
H 4.681 1.064 -1.239
C 3.788 -2.677 0.860
H 5.865 -2.105 0.939
H 0.585 3.200 -1.646
H -5.695 -3.268 -1.013
C -0.783 1.633 -1.103
H 0.387 3.631 1.198
H -0.583 4.470 -0.010
C -4.145 1.363 0.173
H 0.552 1.044 1.448
C -5.055 -0.867 0.067
O 4.796 -0.440 0.922
H 4.246 -1.520 -1.595
H 5.396 -2.844 -1.374
C 3.769 1.049 -0.663
C 2.532 0.286 1.246
H -1.707 -0.910 -0.396
N -1.753 1.723 -0.120
H -3.612 -2.427 -0.297
H 5.968 -1.173 -1.369
C -2.872 0.851 -0.055
O -0.808 0.879 -2.038
H -4.284 2.424 0.307
H -5.459 -3.463 0.748
C 0.319 2.626 -0.757
C -6.087 -3.009 -0.024
H 2.867 -2.368 0.369
C 2.683 1.808 -1.058
H 4.005 -3.704 0.582
H 2.481 -0.297 2.152
C -2.694 -0.513 -0.217
C -1.529 2.744 0.792
O -2.217 2.980 1.747
C 4.947 -1.775 0.438
C 3.699 0.272 0.488
C -0.284 3.484 0.352
C 1.451 1.049 0.847
C -3.779 -1.370 -0.162
H -6.217 0.886 0.417
H 2.748 2.401 -1.958
C 1.514 1.817 -0.310
H 3.646 -2.630 1.937
```

As for the SMILES: COc1ccc(N2C(=O)C[C@@H](c3ccc(OC(C)C)cc3)C2=O)cc1. The calculation puts the HOMO energy at -0.3110 Eh. The value obtained for the lowest unoccupied orbital energy is 0.7 eV. The HOMO-LUMO gap comes out at 9.19 eV.

Atom-resolved charges from Löwdin, all expressed in e: C -0.049; H 0.093; O -0.082; C 0.010; H 0.119; C -0.048; H 0.145; H 0.154; H 0.096; C -0.378; H 0.135; H 0.135; C 0.004; H 0.123; C -0.275; O -0.050; H 0.080; H 0.081; C 0.001; C 0.007; H 0.120; N 0.103; H 0.104; H 0.081; C -0.184; O 0.133; H 0.119; H 0.096; C -0.157; C -0.089; H 0.080; C -0.011; H 0.081; H 0.121; C 0.004; C -0.413; O 0.119; C -0.413; C -0.281; C -0.022; C -0.012; C -0.008; H 0.120; H 0.117; C -0.190; H 0.081

***

#two takes first place; second place is 25.4 kcal/mol up.

***

#one
Below is a cluster of 2 separate species, C4H11N2O in total, with properties calculated with ωB97M-V/def2-TZVPD.

```
18
C4H11N2O (ωB97M-V/def2-TZVPD)
N -0.484 -1.043 0.919
H -0.015 -3.062 1.544
H 0.927 2.580 -2.565
C 0.161 -1.950 1.734
H -2.123 -0.680 -0.366
C 0.271 1.358 -0.844
H -0.639 -1.498 -1.049
H 0.189 1.668 0.236
H 1.460 -2.410 3.050
H 1.652 3.111 -1.011
H 1.176 0.622 -0.884
C 0.723 2.668 -1.480
H -1.832 -2.405 -0.001
O -0.869 0.817 -1.342
H -0.094 3.380 -1.331
C -1.366 -1.433 -0.191
H -0.070 -0.122 0.888
N 0.933 -1.601 2.692
```

The calculation puts the HOMO energy at -0.1008 Eh. Its total charge is -1. The value obtained for the lowest unoccupied orbital energy is 3.9 eV. The HOMO-LUMO gap comes out at 6.67 eV.

Atom-resolved charges from Löwdin, all expressed in e: N -0.048; H 0.121; H 0.052; C -0.375; H 0.057; C -0.625; H 0.085; H 0.072; H 0.004; H 0.059; H 0.095; C -0.171; H 0.056; O -0.362; H 0.047; C -0.136; H 0.072; N -0.002

***

#two
Below is the ion C4H11N2O with charge -1, with properties calculated with ωB97M-V/def2-TZVPD.

```
18
C4H11N2O (ωB97M-V/def2-TZVPD)
H -2.018 -2.265 -1.471
N -0.759 -0.631 0.115
H -3.035 -1.133 -0.972
H 1.237 1.184 2.201
C 1.075 0.495 1.372
H 1.777 0.123 -0.612
C 2.159 0.671 0.287
H -1.518 0.585 -1.319
H 2.013 1.764 -0.014
H -0.319 1.436 0.130
N -2.302 -1.307 -1.656
C -1.173 -0.448 -1.265
C -0.359 0.600 0.843
H 0.081 -1.193 0.197
H -0.375 -0.620 -1.985
H 1.169 -0.500 1.840
H -1.048 0.862 1.643
O 3.397 0.376 0.666
```

As for the SMILES: NCNCCC[O-]. The calculation puts the HOMO energy at -0.0859 Eh. Its total charge is -1. The value obtained for the lowest unoccupied orbital energy is 4.0 eV. The HOMO-LUMO gap comes out at 6.35 eV.

Atom-resolved charges from Löwdin, all expressed in e: H 0.046; N -0.074; H 0.048; H 0.093; C -0.237; H 0.073; C -0.597; H 0.100; H 0.083; H 0.091; N -0.029; C -0.341; C -0.265; H 0.084; H 0.102; H 0.096; H 0.085; O -0.357

***

#two takes first place; second place is 4.8 kcal/mol up.